DFT (the ωB97M-V functional and the def2-TZVPD basis) results for a single C9H9N3S molecule.

Computed properties:
SMILES   S=c1[nH]ccn1Cc1ccncc1
Calculated total energy   -910.67013 a.u.
Net charge   0
Energy above the lowest of the compared OMol25 structures with the same formula, charge and spin   385.7 kJ/mol
E_LUMO   0.48 eV
HOMO   -7.97 eV

XYZ file:
```
22
Properties=species:S:1:pos:R:3:forces:R:3:mulliken_charge:R:1
S -1.662262 -2.501340 -1.269924 2.01 1.17 -0.13 -0.29
C -0.112827 -1.709011 -1.357094 0.19 -0.80 -1.46 -0.06
N 0.825132 -1.746476 -2.422050 -4.75 -0.71 -2.40 -0.23
C 2.033819 -1.231658 -2.026200 0.67 -0.28 -3.19 -0.42
C 1.915428 -0.755027 -0.812047 -0.98 -0.23 0.39 -0.45
N 0.577120 -1.004339 -0.455938 1.56 -1.01 2.63 0.40
C 0.348521 -0.992519 0.982217 -0.50 1.82 1.07 -0.99
C -0.577049 0.232575 1.141777 0.87 1.72 -0.09 0.82
C -1.489371 0.663133 0.112253 1.24 -0.11 -2.15 -0.06
C -1.707508 2.020683 0.046583 -3.14 0.45 2.70 -0.30
N -1.580785 2.929677 1.080780 1.42 -1.93 1.47 -0.55
C -0.868626 2.436654 2.186620 -0.67 2.51 -1.66 -0.13
C -0.268881 1.195512 2.137051 2.83 -1.77 -0.52 -0.47
H 0.275883 -1.760700 -3.424841 2.67 -0.23 3.21 0.35
H 2.822410 -1.338753 -2.758513 0.27 0.44 0.47 0.43
H 2.609661 -0.386824 -0.098457 0.31 0.27 0.17 0.36
H 1.423155 -0.924940 1.618137 -3.34 -0.25 -1.74 0.38
H -0.336675 -1.775805 1.288624 0.68 -1.02 -0.07 0.34
H -1.869310 0.322329 -1.003371 1.37 -0.78 3.55 0.13
H -2.557731 2.131113 -0.646233 0.96 1.61 -0.27 0.30
H -0.627051 3.139521 3.071727 -0.66 -1.00 -1.79 0.31
H 0.826945 1.056196 2.608898 -3.02 0.12 -0.17 0.13
```
Positions in Å, forces in eV/Å.